Record 1
Molecular formula: C4H4O2Sr
Method: DFT, the ωB97M-V functional and the def2-TZVPD basis

```
11
Properties=species:S:1:pos:R:3
H 2.40 -0.12 -2.09
O 3.53 -1.67 -2.48
C 2.35 -2.05 -2.47
C 1.47 -0.91 -2.19
C 0.31 -0.63 -2.80
C -0.27 0.70 -2.62
O -1.31 1.05 -3.18
Sr -3.13 3.01 -3.13
H 2.07 -3.00 -1.99
H -0.12 -1.27 -3.57
H 0.19 1.35 -1.85
```

## Properties
energy above the lowest of the compared OMol25 structures with the same formula, charge and spin: 189.4 kJ/mol
lowest unoccupied orbital energy (alpha / beta): -6.028 / -6.208 eV
multiplicity: 2
frontier orbital gap (alpha / beta): 2.19 / 5.21 eV
total charge: +1

Record 2
Molecular formula: C5H6LiO4Sc
Method: DFT, the ωB97M-V functional and the def2-TZVPD basis

```
17
Properties=species:S:1:pos:R:3
O 5.57 0.95 -0.16
C 5.36 0.15 -1.11
O 5.85 0.30 -2.25
O 4.61 -0.93 -0.81
C 3.92 -1.60 -1.86
Li 6.63 1.93 -1.48
H 3.69 -2.60 -1.48
H 4.63 -1.78 -2.68
C 2.64 -0.83 -2.63
C 2.00 -0.72 -1.33
H 3.02 0.11 -3.05
H 2.11 -1.53 -3.29
Sc 1.62 -0.81 1.37
O 0.47 -1.87 0.28
C 0.88 -1.44 -0.91
H 0.45 -2.10 -1.68
H 1.31 0.21 -0.88
```

## Properties
energy above the lowest of the compared OMol25 structures with the same formula, charge and spin: 92.9 kJ/mol
lowest unoccupied orbital energy (alpha / beta): -11.271 / -11.250 eV
multiplicity: 1
frontier orbital gap (alpha / beta): 4.85 / 4.88 eV
total charge: +2

Record 3
Molecular formula: H3N2O4
Method: DFT, the ωB97M-V functional and the def2-TZVPD basis

```
9
Properties=species:S:1:pos:R:3
N 0.92 0.41 0.25
N -0.46 -0.03 -1.74
O -0.49 -0.30 -2.97
O 0.01 -0.74 2.55
O 0.91 -0.04 -0.93
O -1.28 0.57 -1.07
H 0.68 -0.59 1.77
H 0.42 1.42 0.28
H -0.72 -0.71 1.87
```

## Properties
energy above the lowest of the compared OMol25 structures with the same formula, charge and spin: 147.6 kJ/mol
lowest unoccupied orbital energy (alpha / beta): 4.463 / 4.464 eV
multiplicity: 1
frontier orbital gap (alpha / beta): 7.50 / 7.50 eV
total charge: -1

Record 4
Molecular formula: C4H10O2
Method: DFT, the ωB97M-V functional and the def2-TZVPD basis

```
16
Properties=species:S:1:pos:R:3
C 0.97 -1.83 -0.63
C 0.43 -0.52 -0.08
O 1.12 0.51 -0.77
C -1.09 -0.46 -0.29
C -1.47 1.93 1.09
O -0.43 2.54 0.53
H 2.05 -1.90 -0.48
H 0.48 -2.69 -0.14
H 0.76 -1.88 -1.70
H 0.66 -0.46 1.00
H 0.92 1.34 -0.32
H -1.59 -1.22 0.31
H -1.32 -0.61 -1.35
H -0.99 1.25 1.83
H -1.59 0.49 -0.04
H -0.77 3.13 -0.16
```

## Properties
energy above the lowest of the compared OMol25 structures with the same formula, charge and spin: 364.8 kJ/mol
lowest unoccupied orbital energy: 0.440 eV
multiplicity: 1
frontier orbital gap: 9.60 eV
total charge: 0

Record 5
Molecular formula: C6H8BTl
Method: DFT, the ωB97M-V functional and the def2-TZVPD basis

```
16
Properties=species:S:1:pos:R:3
B -0.62 2.08 -0.66
C -0.21 0.66 -0.39
C 0.75 0.00 -1.28
C 1.12 -1.28 -1.01
C 0.60 -1.94 0.12
C -0.36 -1.31 1.02
C -0.75 -0.03 0.79
H -1.82 2.29 -0.52
H -0.26 2.51 -1.71
H -0.05 2.75 0.24
H 1.17 0.51 -2.16
H 1.81 -1.78 -1.69
H 0.91 -2.96 0.34
H -0.77 -1.86 1.86
H -1.46 0.45 1.46
Tl -0.06 -0.09 3.61
```

## Properties
lowest unoccupied orbital energy: -12.545 eV
multiplicity: 1
frontier orbital gap: 5.99 eV
total charge: +2

Record 6
Molecular formula: C3H5CdO3
Method: DFT, the ωB97M-V functional and the def2-TZVPD basis

```
12
Properties=species:S:1:pos:R:3
H 1.66 0.06 -0.54
O 2.71 1.75 -0.22
C 2.30 0.84 -0.96
H 2.42 1.04 -2.05
O 2.27 1.71 1.08
Cd 0.48 1.01 1.23
O -1.44 0.51 0.80
C -2.11 -0.47 0.23
C -1.80 -1.78 0.18
H -3.03 -0.04 -0.21
H -2.48 -2.44 -0.35
H -0.99 -2.18 0.79
```

## Properties
energy above the lowest of the compared OMol25 structures with the same formula, charge and spin: 432.1 kJ/mol
lowest unoccupied orbital energy (alpha / beta): -10.747 / -11.609 eV
multiplicity: 2
frontier orbital gap (alpha / beta): 9.09 / 9.06 eV
total charge: +2

Record 7
Molecular formula: C2H13NO4
Method: DFT, the ωB97M-V functional and the def2-TZVPD basis

```
20
Properties=species:S:1:pos:R:3
C 2.74 0.14 0.52
C 0.96 0.67 1.09
N 1.31 -0.11 0.10
H 3.37 -0.21 -0.29
H 3.07 -0.36 1.44
H 3.12 1.18 0.73
H 0.63 1.71 0.95
H 0.79 0.29 2.11
H -2.77 1.84 -0.18
H -1.54 1.15 -0.74
O -2.24 1.05 -0.07
H -2.32 -1.68 -0.75
H -3.20 -0.55 -0.25
O -3.24 -1.38 -0.77
H 0.44 0.64 -1.19
H 0.13 1.55 -2.33
O -0.22 0.75 -1.92
H -0.64 -2.59 1.17
H 0.01 -1.64 0.12
O -0.43 -2.49 0.24
```

## Properties
energy above the lowest of the compared OMol25 structures with the same formula, charge and spin: 405.5 kJ/mol
lowest unoccupied orbital energy: -1.054 eV
multiplicity: 1
frontier orbital gap: 8.24 eV
total charge: 0

Record 8
Molecular formula: C28H52AlOP2
Method: DFT, the ωB97M-V functional and the def2-TZVPD basis

```
84
Properties=species:S:1:pos:R:3
Al -0.50 -2.54 0.57
C 0.05 3.73 -1.75
C -0.81 3.93 -0.63
C 1.28 3.37 0.16
C 1.34 3.40 -1.26
C -0.05 3.71 0.55
C -0.28 3.93 -3.17
H -1.33 4.25 -3.29
H -0.13 3.01 -3.76
H 0.36 4.71 -3.61
C 2.54 3.21 -2.10
H 2.58 2.20 -2.53
H 3.45 3.36 -1.51
H 2.55 3.93 -2.93
C 2.42 3.10 1.07
H 3.29 3.72 0.80
H 2.74 2.05 1.02
H 2.15 3.32 2.11
C -0.51 3.89 1.94
H -0.04 4.77 2.41
H -0.27 3.02 2.56
H -1.59 4.04 1.97
C -2.21 4.41 -0.70
H -2.26 5.50 -0.83
H -2.74 4.16 0.23
H -2.74 3.95 -1.54
C -0.93 -3.33 -1.13
C -1.53 -2.30 -2.07
C -2.90 -1.80 -1.63
C -2.91 -0.94 -0.37
C -2.14 -1.49 0.82
C -2.30 -2.82 1.29
C -2.84 -4.01 0.51
C -1.95 -4.41 -0.71
H -3.54 -2.68 -1.45
H -3.97 -0.78 -0.09
H -3.38 -1.24 -2.45
H -2.59 -4.72 -1.55
H -0.07 -3.82 -1.63
H -1.68 -2.81 -3.05
H -1.38 -5.30 -0.42
H -2.84 -4.86 1.21
H -2.36 -2.94 2.38
H -3.89 -3.88 0.22
H -2.52 0.07 -0.59
H -1.92 -0.71 1.57
P -0.45 -0.86 -3.00
P 1.19 0.38 4.02
C 0.41 -2.43 2.62
C 0.94 -1.52 3.72
H 1.22 -3.12 2.33
H -0.38 -3.05 3.06
H 0.31 -1.70 4.61
H 1.97 -1.84 3.96
C 1.64 0.36 5.80
H 1.58 1.40 6.15
H 2.67 0.01 5.90
H 0.96 -0.27 6.40
C -0.62 0.75 4.07
H -1.16 0.05 4.71
H -0.99 0.68 3.04
H -0.76 1.78 4.42
C 0.15 -1.69 -4.52
H 0.13 -0.94 -5.33
H -0.45 -2.57 -4.80
H 1.19 -1.99 -4.34
C -1.59 0.38 -3.71
H -1.45 1.32 -3.14
H -2.65 0.10 -3.68
H -1.29 0.57 -4.75
C 2.44 -0.37 -1.19
C 2.15 -1.51 -0.21
C 2.46 -2.88 -0.81
C 3.03 -1.32 1.03
O 0.77 -1.39 0.14
H 3.48 -0.39 -1.54
H 2.26 0.60 -0.69
H 1.76 -0.43 -2.05
H 3.54 -2.96 -1.00
H 2.18 -3.67 -0.10
H 1.92 -3.04 -1.74
H 2.87 -0.34 1.49
H 2.81 -2.09 1.78
H 4.09 -1.40 0.75
```

## Properties
energy above the lowest of the compared OMol25 structures with the same formula, charge and spin: 95.2 kJ/mol
lowest unoccupied orbital energy (alpha / beta): -5.626 / -5.661 eV
multiplicity: 1
frontier orbital gap (alpha / beta): 3.43 / 3.30 eV
total charge: +1

Number 1: strongest force on any atom 5.7 eV/A. Number 2: strongest force on any atom 6.9 eV/A. Number 3: strongest force on any atom 3.7 eV/A. Number 4: strongest force on any atom 0.4 eV/A. Number 5: strongest force on any atom 3.0 eV/A. Number 6: strongest force on any atom 5.4 eV/A. Number 7: strongest force on any atom 2.2 eV/A. Number 8: strongest force on any atom 8.0 eV/A.